No. 1
Here is C47H49BCaN9O4S2 as an isolated structure from OMol25. Energies are from the ωB97M-V functional and the def2-TZVPD basis.

Structure (ORCA input):
```
! RIJCOSX wB97M-V def2-TZVPD def2/J DEFGRID3
* xyz 1 1
Ca -0.857 -1.245 -1.751
C -0.440 -1.715 7.404
C -0.266 -1.646 5.916
C 0.836 -2.221 5.297
C 1.005 -2.141 3.922
C 0.068 -1.459 3.163
C -1.054 -0.897 3.755
C -1.213 -0.993 5.124
S 0.355 -1.359 1.405
O -1.008 -1.319 0.764
C 0.920 0.347 1.352
C -0.065 1.354 1.385
C 0.313 2.661 1.393
C 1.684 3.020 1.358
C 2.087 4.375 1.350
C 3.407 4.708 1.257
C 4.386 3.699 1.162
C 4.028 2.381 1.175
C 2.667 2.005 1.284
C 2.256 0.636 1.280
C 3.291 -0.432 1.197
C 4.054 -0.757 2.354
C 3.831 -0.112 3.599
C 4.574 -0.440 4.693
C 5.578 -1.430 4.610
C 5.816 -2.068 3.428
C 5.064 -1.747 2.270
C 5.300 -2.396 1.036
C 4.565 -2.070 -0.067
C 3.566 -1.079 0.021
S 2.722 -0.768 -1.527
O 1.250 -0.963 -1.270
C 2.948 0.985 -1.684
C 4.233 1.444 -1.931
C 4.439 2.805 -2.076
C 3.374 3.701 -2.009
C 3.593 5.173 -2.188
C 2.091 3.202 -1.797
C 1.868 1.847 -1.632
H 0.196 -2.482 7.842
H -1.474 -1.935 7.669
H -0.180 -0.760 7.864
H 1.569 -2.751 5.892
H 1.855 -2.612 3.446
H -1.797 -0.402 3.144
H -2.088 -0.560 5.594
H -1.108 1.068 1.387
H -0.432 3.447 1.412
H 1.326 5.142 1.413
H 3.708 5.747 1.252
H 5.429 3.972 1.076
H 4.787 1.614 1.095
H 3.056 0.638 3.675
H 4.392 0.057 5.636
H 6.160 -1.677 5.487
H 6.584 -2.827 3.354
H 6.072 -3.152 0.977
H 4.735 -2.564 -1.014
H 5.065 0.754 -1.998
H 5.441 3.178 -2.251
H 4.642 5.435 -2.068
H 3.010 5.743 -1.466
H 3.281 5.487 -3.185
H 1.250 3.884 -1.755
H 0.869 1.464 -1.473
B -0.077 0.705 -4.453
N -0.731 -0.629 -4.916
C -1.084 -0.974 -6.158
C -1.404 -2.321 -6.176
C -1.202 -2.724 -4.858
N -0.799 -1.703 -4.105
N -1.020 1.480 -3.487
C -1.567 2.685 -3.663
C -2.296 3.015 -2.530
C -2.132 1.910 -1.699
N -1.358 0.993 -2.281
H 0.093 1.397 -5.416
H 0.943 0.430 -3.865
H -1.068 -0.243 -6.947
H -1.715 -2.915 -7.016
H -1.292 -3.713 -4.437
H -1.400 3.226 -4.578
H -2.860 3.911 -2.346
H -2.526 1.737 -0.708
N -3.095 -5.996 -3.163
C -2.989 -4.768 -2.382
C -1.539 -4.545 -1.961
O -0.740 -5.566 -2.163
O -1.158 -3.509 -1.461
H -3.909 -6.542 -2.921
H -1.298 -6.258 -2.591
H -3.131 -5.809 -4.157
H -3.562 -4.852 -1.457
H -3.335 -3.865 -2.893
C -5.567 1.506 1.050
C -6.709 0.772 0.354
C -7.052 1.419 -0.983
C -6.418 -0.725 0.209
N -5.223 -0.994 -0.576
C -3.945 -1.107 -0.200
N -3.211 -1.264 -1.276
N -4.067 -1.256 -2.318
N -5.265 -1.103 -1.911
H -5.847 2.539 1.248
H -4.676 1.529 0.419
H -5.306 1.042 2.003
H -7.591 0.818 1.002
H -6.214 1.359 -1.679
H -7.290 2.472 -0.840
H -7.909 0.937 -1.452
H -7.235 -1.241 -0.292
H -6.262 -1.185 1.187
H -3.576 -1.070 0.809
*
```

- LUMO energy: -2.2 eV
- Frontier orbital gap: 8.19 eV
- Energy relative to the best compared isomer or geometry (same formula, charge and spin): 0.00 kJ/mol

No. 2
Here is a 6-piece molecular cluster, C28H31F16N3O5S overall in a non-equilibrium geometry from OMol25. Energies are from the ωB97M-V functional and the def2-TZVPD basis.

Structure (ORCA input):
```
! RIJCOSX wB97M-V def2-TZVPD def2/J DEFGRID3
* xyz 0 1
F -9.978 -6.504 -2.152
C -9.270 -5.367 -2.267
F -10.093 -4.601 -3.040
C -8.978 -4.636 -0.838
F -10.081 -4.597 -0.089
F -8.614 -3.384 -1.144
C -7.908 -5.377 -0.047
O -6.711 -5.231 -0.746
C -5.588 -5.567 0.145
F -5.582 -4.767 1.191
F -5.835 -6.861 0.465
C -4.198 -5.507 -0.496
F -3.188 -5.635 0.372
F -4.065 -6.333 -1.476
H -8.426 -5.573 -2.925
H -8.163 -6.432 0.053
H -7.844 -5.069 0.997
H -4.017 -4.544 -0.972
F 8.189 4.884 3.958
C 7.914 3.854 4.670
F 8.896 2.992 4.322
C 7.799 4.162 6.211
F 7.420 5.351 6.594
F 9.070 4.215 6.603
C 6.951 3.147 6.980
O 7.518 1.919 6.721
C 7.363 0.865 7.723
F 8.393 1.055 8.569
F 6.328 1.102 8.518
C 7.503 -0.573 7.011
F 8.464 -0.608 6.124
F 7.592 -1.577 7.923
H 7.011 3.370 4.299
H 5.891 3.195 6.731
H 6.971 3.148 8.069
H 6.492 -0.776 6.659
C -6.095 2.041 -0.508
C -6.385 1.757 -2.022
O -5.442 2.443 -2.753
S -4.304 1.486 -3.670
C -3.812 2.698 -5.077
O -3.149 1.301 -2.766
O -5.065 0.374 -4.282
H -6.215 3.073 -0.178
H -5.095 1.659 -0.304
H -6.939 1.569 -0.005
H -6.257 0.676 -2.074
H -7.379 2.108 -2.299
H -3.148 3.469 -4.686
H -4.761 3.190 -5.290
H -3.431 2.147 -5.937
C 3.903 -0.028 -2.396
C 4.807 0.341 -1.384
C 4.512 0.013 -0.094
N 3.437 -0.695 0.166
C 2.528 -1.079 -0.785
C 2.758 -0.716 -2.131
H 4.259 0.225 -3.384
H 5.694 0.934 -1.550
H 5.139 0.401 0.694
H 1.631 -1.648 -0.591
H 2.259 -1.106 -3.006
C 0.274 4.220 4.313
C 0.154 5.496 4.938
C 0.862 6.547 4.299
N 1.511 6.472 3.157
C 1.717 5.225 2.678
C 1.054 4.121 3.169
H -0.241 3.393 4.780
H -0.480 5.716 5.783
H 0.817 7.553 4.690
H 2.140 5.178 1.685
H 1.083 3.159 2.679
C 2.370 -1.418 -8.258
C 1.192 -1.653 -8.927
C 0.615 -2.913 -8.851
N 1.118 -3.951 -8.244
C 2.222 -3.695 -7.532
C 2.932 -2.498 -7.604
H 2.880 -0.470 -8.176
H 0.823 -0.817 -9.504
H -0.310 -3.141 -9.359
H 2.750 -4.524 -7.084
H 3.843 -2.373 -7.037
*
```

- LUMO energy: 0.2 eV
- SMILES: FC(F)C(F)(F)COC(F)(F)C(F)F.FC(F)C(F)(F)COC(F)(F)C(F)F.CCOS(C)(=O)=O.c1ccncc1.c1ccncc1.c1ccncc1
- Frontier orbital gap: 9.71 eV

No. 3
Here is C20H20N4O4 as an isolated structure in a non-equilibrium geometry from OMol25. Energies are from the ωB97M-V functional and the def2-TZVPD basis.

Structure (ORCA input):
```
! RIJCOSX wB97M-V def2-TZVPD def2/J DEFGRID3
* xyz 0 1
C -1.813 2.068 -2.056
C -1.890 2.946 -0.746
H -2.929 3.293 -0.597
H -1.112 3.829 -0.832
O -1.241 2.372 0.443
C -2.020 1.322 0.990
O -3.097 1.038 0.659
C -1.510 0.919 2.110
C -0.829 1.835 2.912
C -0.408 1.450 4.269
C -0.518 0.072 4.498
C -1.067 -0.735 3.769
C -1.623 -0.361 2.781
O -2.154 -1.664 1.929
C -2.547 -1.488 0.642
C -1.390 -1.459 -0.326
C -0.159 -1.094 0.129
C 0.843 -0.883 -0.975
C 0.264 -0.830 -2.463
C -0.880 -1.276 -2.739
C -1.822 -1.297 -1.751
O -3.055 -1.839 -2.037
C -3.646 -1.784 -3.380
H -4.628 -2.099 -3.234
H -3.553 -0.544 -3.997
H -3.224 -2.487 -3.866
H -1.154 -1.137 -3.579
H 1.056 -0.675 -3.287
C 2.237 -0.600 -0.612
N 3.011 -0.320 -1.473
N 4.254 0.071 -1.301
C 5.328 0.327 -2.115
N 6.375 0.470 -1.532
N 6.212 0.627 -0.074
C 4.960 0.317 0.066
H 4.349 0.208 0.793
H 5.119 0.228 -3.193
H 2.367 -0.748 0.463
H 0.152 -1.102 0.948
H -2.841 -2.750 0.382
H -3.425 -1.058 0.626
H -1.104 -2.076 4.199
H -0.060 -0.145 5.700
H 0.188 2.195 4.946
H -0.687 2.813 2.495
H -2.215 2.823 -2.807
H -2.534 1.316 -1.868
H -0.878 1.737 -2.123
*
```

- LUMO energy: -0.3 eV
- Frontier orbital gap: 7.37 eV
- Energy relative to the best compared isomer or geometry (same formula, charge and spin): 1977.23 kJ/mol

No. 4
Here is one molecule with the formula C2H4N2O2 in a non-equilibrium geometry from OMol25. Energies are from the ωB97M-V functional and the def2-TZVPD basis.

Structure (ORCA input):
```
! RIJCOSX wB97M-V def2-TZVPD def2/J DEFGRID3
* xyz 0 1
C 1.702 1.101 -0.044
C -0.248 -0.194 -0.126
N -0.770 -1.470 -0.102
N -1.127 0.832 -0.032
O 1.047 0.025 0.063
O -2.329 0.478 0.098
H 2.797 0.886 -0.002
H 1.053 1.884 -0.322
H -1.764 -1.448 -0.089
H -0.361 -2.093 0.555
*
```

- LUMO energy (spin up / spin down): 0.0 / -0.8 eV
- Frontier orbital gap (spin up / spin down): 8.51 / 7.22 eV
- Energy relative to the best compared isomer or geometry (same formula, charge and spin): 622.15 kJ/mol